# 1
{"formula": "C28H51F8O13PS", "method": "ωB97M-V/def2-TZVPD", "lumo_ha": -0.0083, "gap_ev": 9.23, "energy_ev": -98344.795, "charge": 0, "molar_mass_g_mol": 810.7, "symbols": ["O", "S", "O", "C", "C", "O", "C", "C", "F", "F", "C", "F", "F", "C", "F", "F", "C", "F", "F", "O", "P", "O", "O", "H", "H", "H", "H", "H", "H", "H", "H", "H", "C", "C", "O", "C", "H", "H", "H", "H", "H", "H", "C", "C", "O", "C", "H", "H", "H", "H", "H", "H", "C", "C", "O", "C", "H", "H", "H", "H", "H", "H", "C", "C", "O", "C", "H", "H", "H", "H", "H", "H", "C", "C", "O", "C", "H", "H", "H", "H", "H", "H", "C", "C", "O", "C", "H", "H", "H", "H", "H", "H", "C", "C", "O", "C", "H", "H", "H", "H", "H", "H"], "positions_angstrom": [[5.13318, 2.64251, 2.97850], [4.64354, 1.66909, 2.05124], [3.87321, 0.60417, 3.04201], [3.72202, -0.73133, 2.57795], [2.53262, -0.91135, 1.66412], [1.32704, -0.82106, 2.39718], [0.40215, -1.82133, 2.10493], [-0.43925, -1.49855, 0.85539], [0.03753, -0.42105, 0.17453], [-0.35956, -2.56628, 0.00100], [-1.94107, -1.28188, 1.11038], [-2.57717, -1.22755, -0.08800], [-2.42211, -2.36256, 1.78639], [-2.28992, -0.01812, 1.93098], [-1.59581, 0.00375, 3.08809], [-3.60769, -0.10994, 2.23595], [-2.05617, 1.32087, 1.21744], [-2.77337, 1.39032, 0.08151], [-2.49799, 2.28970, 2.06621], [6.00037, 0.77005, 1.66421], [6.38694, 0.54602, 0.02763], [4.91269, 0.39070, -0.65330], [6.81484, -1.01989, 0.16470], [3.55501, -1.33717, 3.46173], [4.61261, -1.11521, 2.09075], [2.53875, -0.12517, 0.90859], [2.63877, -1.86463, 1.14619], [-0.26248, -1.92307, 2.95383], [0.87214, -2.79036, 1.96559], [-1.00925, 1.52740, 1.01839], [4.59866, -0.52028, -0.62732], [6.28501, -1.44386, 0.85070], [-2.39281, 1.55437, -2.90104], [-1.53125, 2.73168, -3.27192], [-0.50515, 2.97325, -2.67489], [-2.00138, 3.58856, -4.41857], [-1.93759, 1.02765, -2.07013], [-3.38802, 1.89101, -2.60730], [-2.47393, 0.87308, -3.75103], [-2.98017, 4.01381, -4.19418], [-2.07536, 2.98752, -5.32608], [-1.29407, 4.39799, -4.58266], [0.76172, -0.41568, -4.10761], [-0.00799, -0.93365, -5.29993], [-1.12348, -0.54543, -5.55282], [0.68208, -1.96236, -6.16253], [0.16365, 0.31571, -3.56935], [1.00518, -1.24107, -3.43592], [1.68727, 0.05873, -4.43734], [0.92376, -2.84572, -5.56958], [1.60406, -1.54798, -6.57302], [0.02564, -2.25042, -6.97970], [0.25309, -7.45838, 1.86038], [1.04749, -6.22523, 1.51739], [2.09010, -5.96528, 2.07875], [0.48982, -5.32784, 0.44750], [0.76280, -8.01481, 2.64332], [-0.74138, -7.17764, 2.21042], [0.15364, -8.08965, 0.97614], [-0.49029, -4.95637, 0.74604], [0.40148, -5.87778, -0.49004], [1.16147, -4.48943, 0.29901], [-1.54869, 5.89847, -9.01760], [-1.84589, 6.37368, -7.61539], [-2.84936, 6.03998, -7.03423], [-0.82700, 7.28553, -6.97447], [-2.35408, 5.25369, -9.36001], [-1.46243, 6.75194, -9.69165], [-0.61182, 5.33954, -9.03243], [-0.71209, 8.19398, -7.56750], [0.13830, 6.78111, -6.90903], [-1.15797, 7.55262, -5.97401], [4.26495, -7.26751, -0.28440], [3.43650, -7.75274, -1.44690], [2.29350, -7.38784, -1.60232], [4.09408, -8.71226, -2.40764], [3.66971, -6.58959, 0.32150], [4.57876, -8.11157, 0.33136], [5.14997, -6.74265, -0.64837], [4.40288, -9.61557, -1.87986], [4.97272, -8.24735, -2.85690], [3.39167, -8.98054, -3.19285], [-2.11177, 4.53533, 4.52068], [-1.20811, 5.43077, 5.33381], [-1.61930, 6.04223, 6.29003], [0.23317, 5.52342, 4.89366], [-3.11435, 4.55971, 4.94154], [-2.15263, 4.88555, 3.48854], [-1.74005, 3.50997, 4.54456], [0.28921, 5.90718, 3.87390], [0.69922, 4.53741, 4.92649], [0.77249, 6.19448, 5.55717], [-5.71715, 1.87043, 6.21319], [-5.94294, 2.25087, 7.65821], [-6.91499, 1.87077, 8.26405], [-4.89861, 3.12795, 8.30665], [-6.53809, 1.24422, 5.87310], [-5.67218, 2.76710, 5.59310], [-4.78116, 1.31854, 6.11248], [-4.81976, 4.07522, 7.77084], [-3.92876, 2.62847, 8.29306], [-5.18362, 3.32493, 9.33689]], "forces_ev_per_angstrom": [[-0.2, 0.3, 0.1], [0.3, 0.1, 0.4], [0.8, -0.1, -0.5], [-0.8, -0.3, 0.2], [0.3, 0.6, -0.2], [0.0, -0.2, 0.2], [-0.2, 0.3, 0.2], [0.1, -0.7, -0.4], [-0.1, -0.1, 0.2], [-0.1, 0.4, 0.0], [-0.2, -0.2, -0.2], [0.2, 0.0, 0.6], [0.3, 0.3, -0.2], [-0.8, 0.1, -0.3], [0.1, -0.1, -0.1], [0.3, 0.0, -0.1], [0.0, 0.6, 0.3], [0.0, 0.0, 0.2], [-0.1, -0.1, -0.1], [-0.8, -0.1, -0.4], [0.4, 0.0, 0.1], [0.0, 0.0, 0.1], [0.0, 0.2, 0.0], [0.1, 0.0, 0.2], [0.3, 0.2, 0.0], [0.0, 0.1, -0.2], [-0.2, -0.3, 0.0], [-0.1, 0.1, 0.2], [0.1, -0.2, -0.2], [0.1, -0.2, -0.1], [-0.2, -0.1, -0.1], [0.2, -0.3, 0.2], [0.1, -0.1, 0.0], [-0.1, 0.0, 0.0], [0.1, 0.0, 0.0], [0.2, 0.1, 0.1], [0.0, -0.1, 0.0], [-0.1, 0.0, -0.1], [-0.1, 0.1, -0.1], [-0.1, -0.1, -0.1], [-0.1, 0.0, 0.0], [0.0, 0.0, 0.0], [-0.2, 0.1, 0.0], [0.1, 0.0, 0.1], [-0.1, 0.1, 0.0], [-0.2, 0.0, -0.1], [0.0, 0.0, 0.0], [0.1, 0.0, 0.0], [0.1, -0.1, 0.0], [0.1, 0.0, 0.0], [0.1, -0.1, 0.1], [0.0, 0.0, 0.0], [0.2, 0.0, 0.1], [0.0, 0.0, 0.0], [0.0, 0.0, 0.0], [0.1, -0.1, 0.1], [0.0, 0.0, 0.0], [-0.1, 0.0, -0.1], [-0.1, 0.0, 0.0], [-0.1, -0.1, -0.1], [-0.1, 0.0, 0.0], [0.1, 0.0, 0.0], [-0.2, -0.1, 0.0], [0.1, 0.0, 0.0], [-0.1, -0.1, 0.1], [-0.1, 0.0, 0.1], [0.0, 0.0, 0.0], [0.1, 0.0, 0.0], [0.1, 0.1, 0.0], [0.1, 0.0, -0.1], [0.0, 0.1, -0.1], [0.0, 0.0, 0.0], [-0.2, 0.1, 0.0], [0.1, 0.0, 0.0], [-0.1, 0.0, 0.0], [-0.2, 0.0, -0.1], [0.0, 0.0, 0.1], [0.1, 0.0, 0.0], [0.1, -0.1, 0.0], [0.1, 0.0, 0.0], [0.1, -0.1, 0.1], [0.0, 0.0, 0.0], [-0.1, 0.1, 0.2], [0.0, 0.0, 0.0], [0.0, 0.0, 0.1], [0.0, 0.1, 0.2], [0.0, 0.0, 0.0], [0.1, -0.1, -0.1], [0.0, 0.0, -0.2], [0.0, -0.1, -0.1], [0.0, 0.0, -0.1], [0.0, 0.0, 0.0], [-0.2, -0.1, 0.1], [0.1, 0.0, 0.0], [-0.1, 0.0, 0.1], [-0.2, 0.0, 0.1], [0.0, 0.0, 0.0], [0.1, 0.0, 0.0], [0.1, 0.1, -0.1], [0.1, 0.0, -0.1], [0.1, 0.1, -0.1], [0.0, 0.0, 0.0]]}


# 2
{"formula": "C3H5F", "method": "ωB97M-V/def2-TZVPD", "lumo_ha": [-0.0290, -0.0043], "gap_ev": [8.30, 8.87], "energy_ev": -5902.801, "charge": 0, "molar_mass_g_mol": 60.1, "symbols": ["C", "C", "C", "F", "H", "H", "H", "H", "H"], "positions_angstrom": [[0.82524, 0.02706, -0.18169], [1.95513, -0.03304, 0.44338], [-2.10045, 0.35394, -0.37194], [-2.85869, 0.39523, 0.79192], [-0.86310, 0.36186, 0.07911], [0.58971, -0.43683, -1.09494], [2.08963, 0.28560, 1.38976], [-2.37191, -0.40364, -1.06654], [2.73444, -0.55017, 0.01093]], "forces_ev_per_angstrom": [[-0.3, -0.2, 0.2], [-1.6, -0.1, -1.0], [2.9, 0.9, 3.9], [0.3, -0.3, -1.8], [-2.7, 0.4, -1.6], [-0.4, -0.2, -1.2], [0.5, 1.3, 3.1], [-0.6, -0.7, -0.4], [1.9, -1.0, -1.1]]}


# 3
{"formula": "C17H19Cl21FN2O4", "method": "ωB97M-V/def2-TZVPD", "lumo_ha": -0.1357, "gap_ev": 8.77, "energy_ev": -294785.450, "charge": 1, "molar_mass_g_mol": 1078.9, "symbols": ["C", "O", "C", "C", "C", "C", "C", "C", "O", "F", "C", "N", "C", "C", "O", "N", "O", "H", "H", "H", "H", "H", "H", "H", "H", "H", "H", "H", "H", "C", "Cl", "Cl", "Cl", "H", "C", "Cl", "Cl", "Cl", "H", "C", "Cl", "Cl", "Cl", "H", "C", "Cl", "Cl", "Cl", "H", "C", "Cl", "Cl", "Cl", "H", "C", "Cl", "Cl", "Cl", "H", "C", "Cl", "Cl", "Cl", "H"], "positions_angstrom": [[-1.61393, -0.24297, 5.30602], [-0.70369, -0.06277, 4.23475], [-1.18908, -0.64841, 3.06365], [-0.06821, -0.75248, 2.06980], [0.21110, 0.33867, 1.32255], [1.23362, 0.28819, 0.44154], [1.58259, 1.50421, -0.36457], [2.69751, 2.18387, 0.39203], [3.68870, 1.59542, 0.71506], [2.53073, 3.44472, 0.72991], [1.96362, -0.82259, 0.29010], [1.66380, -1.89042, 1.04296], [0.68146, -1.87383, 1.92787], [0.37518, -3.06619, 2.80644], [1.12208, -4.20653, 2.40025], [1.96921, -4.62642, 3.56408], [3.08066, -4.48934, 3.33971], [-2.52097, 0.33548, 5.14601], [-1.14584, 0.09870, 6.21265], [-1.88078, -1.28939, 5.41030], [-1.60077, -1.63807, 3.23973], [-1.94312, -0.02069, 2.60643], [-0.37086, 1.23715, 1.42523], [0.72670, 2.15957, -0.43371], [1.90279, 1.25471, -1.36497], [2.78936, -0.81519, -0.42087], [2.23858, -2.72284, 0.93748], [0.66582, -2.79839, 3.81724], [-0.67956, -3.26984, 2.71654], [-4.10878, 1.82005, 0.87120], [-2.57457, 2.42113, 1.52520], [-4.39424, 2.48820, -0.72571], [-4.11608, 0.05286, 0.81401], [-4.90410, 2.14142, 1.53020], [1.51454, 5.98590, -1.26268], [0.94561, 7.27327, -2.31409], [0.55890, 5.91941, 0.21822], [1.46518, 4.42847, -2.10835], [2.54244, 6.19075, -0.99718], [4.99565, -2.81088, -2.73397], [4.53037, -4.34778, -3.44426], [3.69696, -2.19565, -1.67398], [6.50786, -2.94589, -1.84679], [5.13486, -2.09113, -3.52871], [-5.79338, 4.39456, 3.96642], [-4.26514, 4.98508, 4.61112], [-6.08826, 5.04725, 2.35612], [-5.80782, 2.62585, 3.92211], [-6.58951, 4.72127, 4.62092], [-3.13795, 2.02465, -4.87603], [-3.73499, 0.53681, -5.59287], [-4.39132, 2.81389, -3.92012], [-1.70695, 1.70908, -3.88261], [-2.85112, 2.69555, -5.67507], [4.81486, -7.28725, 0.76003], [5.60406, -7.71460, 2.27182], [3.65759, -8.52155, 0.27885], [4.01501, -5.70943, 0.90559], [5.56956, -7.20789, -0.00983], [-1.79994, 0.29099, -9.37625], [-1.62496, 1.32149, -7.95149], [-0.55966, 0.65913, -10.57018], [-1.74535, -1.41041, -8.91763], [-2.76600, 0.49103, -9.81821]], "forces_ev_per_angstrom": [[-0.2, 0.2, -0.1], [0.4, -0.3, 0.3], [0.2, -0.1, -0.4], [-1.3, 0.4, 1.2], [-0.6, 0.7, 0.2], [0.3, 1.8, -1.7], [-0.4, 0.7, 0.6], [1.7, -1.2, 0.0], [-0.6, 0.5, -0.2], [-0.4, 0.4, 0.0], [0.8, -0.6, -0.2], [1.0, -0.3, -0.6], [-0.2, -1.2, 0.8], [1.0, -0.6, -0.8], [0.1, 0.6, -0.5], [0.1, 0.0, 0.6], [-0.1, -0.1, -0.1], [-0.2, 0.1, -0.1], [0.3, 0.1, 0.2], [-0.1, -0.3, 0.1], [-0.4, -0.1, 0.2], [-0.5, 0.0, 0.0], [-0.1, 0.1, 0.1], [-0.2, 0.2, -0.1], [0.3, 0.0, -0.3], [-0.4, -0.3, 0.7], [-0.2, -0.3, 0.2], [-0.4, 0.1, 0.4], [-0.3, -0.2, 0.2], [-0.1, 0.0, -0.3], [-0.2, 0.2, 0.1], [0.1, -0.1, 0.1], [0.0, 0.0, 0.1], [0.1, 0.0, 0.1], [-0.1, 0.1, 0.0], [0.0, 0.0, 0.0], [0.0, 0.0, 0.0], [0.0, 0.0, -0.1], [0.0, 0.0, 0.0], [0.3, -0.3, 0.0], [0.0, 0.1, 0.0], [0.4, -0.5, -0.6], [-0.1, 0.0, 0.0], [-0.1, 0.1, 0.0], [0.2, 0.1, -0.1], [0.0, 0.0, 0.0], [0.0, 0.0, 0.0], [-0.1, -0.1, 0.1], [0.0, 0.0, 0.0], [-0.1, -0.1, 0.0], [-0.2, -0.1, 0.2], [0.0, 0.1, -0.2], [0.1, 0.0, 0.0], [0.0, 0.0, 0.0], [-0.1, -0.1, 0.0], [0.0, 0.0, 0.0], [0.0, 0.0, 0.0], [0.1, -0.1, -0.2], [0.0, 0.0, 0.0], [0.1, -0.1, 0.0], [0.2, 0.1, -0.2], [0.0, 0.0, 0.0], [0.0, 0.0, 0.0], [0.0, 0.0, 0.0]]}